(1)
85
Properties=species:S:1:pos:R:3:lowdin_charge:R:1 method="wB97M-V/def2-TZVPD" homo_lumo_gap_ev=8.398 homo_energy_ev=-11.19 charge=+1 spin_multiplicity=1
H 10.1669 -3.2434 2.4660 0.057
H 1.8802 1.8501 -1.9998 0.041
S -0.3146 0.7508 0.9016 0.995
C 1.7314 6.8303 -1.7206 -0.720
Br 1.3606 1.4989 -4.8717 0.617
Br 10.3171 -1.0582 -0.6767 0.587
C -6.1934 -3.7729 3.6910 -0.046
H -2.8766 -0.7794 -2.7022 0.132
C -5.1465 -1.6856 0.7221 -0.068
H 3.5388 1.2840 -1.7326 0.028
Br 6.5761 0.3102 -0.0441 0.672
H -7.9141 1.7223 -0.4898 0.071
C -5.0385 -2.6077 1.9065 -0.189
H 6.3629 2.7698 -0.0988 0.061
Br 1.0514 7.5257 -3.4042 0.606
H 6.1638 1.8398 -2.5028 0.011
H -4.7219 -1.8872 -2.6209 0.149
Br 9.2512 -0.9843 2.8537 0.594
H -4.9985 -4.9238 5.0271 0.121
C -2.5171 -1.3479 -0.6369 -0.299
H -2.3956 -5.5084 3.6521 0.092
C 2.8371 0.9575 -3.7286 -0.689
C 7.0534 2.2792 -2.0652 -0.720
H -5.7139 1.0238 1.9074 -0.169
O 2.3028 0.7329 0.4484 -0.011
H 0.8894 6.3182 -1.2598 0.057
N 1.8270 1.4097 2.4925 0.073
C -2.4838 -4.4842 4.0179 -0.033
C 7.0943 2.1151 -0.5703 -0.632
H 1.5701 8.7796 -0.7850 0.050
C -3.8320 -3.0997 2.4125 -0.003
H 11.7204 -1.5062 1.3261 0.051
C -5.9749 -0.3915 -1.8486 -0.129
C -3.3127 -0.5810 -1.7226 -0.059
H 2.6711 -0.0969 -3.5190 0.059
H -2.9365 -3.4943 -0.0447 0.136
H -2.4688 -4.5448 5.0999 0.086
C -0.9858 -1.3444 -0.7635 -0.195
H -0.9356 -1.4739 1.3976 0.061
C -0.3403 -1.0477 0.5929 -0.432
H 3.7461 1.0716 -4.3106 0.054
Br 3.9680 8.5914 -1.4151 0.609
C 9.8352 -2.4845 1.7610 -0.697
H 11.4126 -2.9895 0.4035 0.058
H -7.1147 -4.0124 4.1981 0.113
C 2.2394 7.9267 -0.8234 -0.699
H 7.1030 3.3322 -2.3321 0.058
Br 8.5829 1.4580 -2.9383 0.620
H -7.1634 -2.5643 2.2118 0.113
H -3.3370 0.4972 -1.6246 0.123
H -1.6354 -3.9406 3.6176 0.075
H 8.0743 2.3016 -0.1437 0.061
C -5.9807 0.9451 -1.0730 -0.241
C -3.7947 -3.9416 3.5216 -0.250
C 1.3416 0.9890 1.3817 -0.707
H -3.1295 -3.0023 -1.7153 0.147
H -0.6167 -2.2897 -1.1559 0.124
H -4.6746 -0.7337 0.9376 0.122
H -7.5713 0.1046 0.1675 0.046
C -7.1551 1.0772 -0.0673 -0.544
S -6.6547 1.8815 1.4875 0.740
C -4.7212 -1.2515 -1.7391 -0.217
C 10.9575 -2.1007 0.8348 -0.693
H -6.1308 -0.2074 -2.9060 0.126
H -5.0600 1.0679 -0.5131 0.068
H -6.2003 -1.4808 0.5767 0.109
H 2.4037 7.5477 0.1829 0.057
H -5.2266 -3.0399 -0.8592 0.201
C 3.4359 1.0664 1.1182 -0.203
C -6.2196 -2.9545 2.5660 -0.031
H -2.8930 -2.8416 1.9467 0.092
H 8.9608 -2.8417 1.2272 0.047
N 3.2101 1.4670 2.3155 0.078
H -0.7008 -0.5367 -1.4315 0.103
H -6.8190 -1.0081 -1.5344 0.116
H -6.0313 1.7599 -1.7862 0.116
H 2.5022 6.1098 -1.9706 -0.028
Br 3.5532 3.5471 -2.7172 0.698
H -2.7192 -0.7468 0.2491 0.119
H 0.6513 -1.4761 0.6875 0.091
C -4.9877 -4.2763 4.1650 -0.018
C -3.2396 -2.6765 -0.6820 -0.058
H 4.3608 0.9636 0.5559 0.001
N -4.6677 -2.2367 -0.5726 -0.015
C 2.8630 1.7466 -2.4478 -0.698


(2)
87
Properties=species:S:1:pos:R:3:mulliken_spin:R:1 method="wB97M-V/def2-TZVPD" homo_lumo_gap_ev="9.107 / 9.150" homo_energy_ev="-13.58 / -13.61" de_lowest_kcal_mol=0.0 charge=+2 spin_multiplicity=4
H 3.3174 -1.7182 1.0406 0.001
H -2.0844 -5.1866 -1.5135 0.000
C 3.1555 -2.3429 -1.8545 -0.001
H 3.3496 6.4308 -0.9560 0.000
H 3.8333 3.8450 0.3172 0.000
H 3.1695 6.3259 0.8001 0.000
N -1.4246 1.8888 -1.6417 0.039
H 1.6870 -0.0806 -2.8674 -0.002
C 1.1560 -2.0818 -0.2638 -0.007
H -4.6408 2.2383 -2.5181 0.000
C -3.6611 2.5314 -2.1632 -0.002
H 4.3737 -0.7846 -0.9325 -0.001
H -0.4170 3.4357 5.0217 0.000
H -2.8324 -3.8815 1.1523 0.000
C -0.8161 2.3942 3.1926 0.002
O -1.0176 1.0608 0.9604 0.025
H 2.8142 1.6286 0.0200 0.000
C 4.5601 -4.7086 0.8645 0.000
H -4.2219 -3.9229 -2.5607 0.000
H -0.9554 -2.0850 2.7019 0.000
H -2.8217 0.5627 -2.3453 -0.001
C -4.7988 -3.5787 -0.5098 0.000
C 2.8098 3.7655 -0.0259 0.002
H 2.7319 -3.8518 0.5695 -0.001
H -4.6555 6.7703 -1.3710 0.000
C -1.8436 -0.1508 3.1244 0.001
C 4.1078 -2.2904 0.5535 0.000
C -2.6539 1.5931 -2.0676 0.001
H -2.0184 -1.4794 1.4313 0.003
O -4.0128 6.0663 -1.2426 0.000
H -2.7107 -2.1035 2.9405 0.000
N -1.2132 -1.1660 -1.8028 0.020
C 1.7610 -1.7442 -1.6423 -0.003
Co -0.0978 0.4349 -0.8092 2.786
H -4.6903 5.0662 -2.9344 0.000
C 4.2688 -1.8748 -0.9117 0.001
C 0.2346 3.4218 -0.8509 0.015
H -4.7075 -2.7804 0.2394 0.000
H 3.0560 -3.4277 -1.7962 0.001
O 1.2034 -3.2773 0.0937 0.002
H -1.9056 5.1634 -1.0382 0.000
H -4.3547 -2.2068 -2.1311 0.000
C 0.7358 4.7091 -0.7133 -0.004
H -5.8534 -3.7346 -0.7273 0.000
H 4.6469 -6.7468 1.0928 0.000
C -4.4685 4.8924 -1.8750 0.000
H -0.7301 1.7277 5.2669 0.000
C -1.1589 3.1554 -1.2986 -0.007
H 2.4826 0.1734 -1.4826 -0.006
C -2.0630 -4.3612 -0.7996 0.000
C -3.3975 3.8426 -1.7882 0.000
H 0.1278 5.5722 -0.9356 0.000
N 5.8868 -4.5483 0.9063 0.000
H 1.9445 8.1037 -0.1871 0.000
C 2.6248 6.2726 -0.1489 0.000
C -1.8751 -2.1089 -1.6519 0.006
H 1.0962 -2.2186 -2.3649 0.000
C -1.8812 -1.5417 2.5123 -0.003
H 3.4681 -2.1287 -2.8791 0.001
H 5.2175 -2.2537 -1.2998 0.000
C 2.2408 2.5219 -0.2064 0.004
C -0.2486 2.4448 4.6023 0.001
O -4.2962 -4.7919 0.0115 0.000
H -0.3189 3.1087 2.5327 0.000
H 0.8245 2.2542 4.6088 0.000
H -5.3799 4.5070 -1.4053 0.000
C -2.1202 4.1523 -1.3479 -0.004
C 2.0438 4.8955 -0.2945 -0.001
N 1.6694 -0.2902 -1.8740 0.060
O 0.6388 -1.1393 0.3917 0.023
C -4.0490 -3.1883 -1.7724 -0.001
C -2.9415 -4.6725 0.3983 0.000
H -1.0356 -4.1596 -0.4973 0.000
N 3.7397 -3.6914 0.7196 0.000
S -0.5303 0.8166 2.3797 0.006
H -1.8879 2.5973 3.1550 -0.001
H 6.3004 -3.6362 0.8449 0.000
O 1.5783 7.2142 -0.2051 0.000
N -2.6088 -3.1635 -1.4709 0.004
H -2.6522 -5.6218 0.8453 0.000
H 3.0610 -6.0869 0.9746 0.000
N 4.0562 -5.9446 0.9658 0.000
N 0.9853 2.3392 -0.6140 0.035
H -2.7687 0.4033 2.9503 0.000
H -1.6492 -0.1796 4.1986 0.000
H 5.0132 -2.0709 1.1226 0.000
H 6.4986 -5.3245 1.0867 0.000


(3)
79
Properties=species:S:1:pos:R:3:lowdin_charge:R:1 method="wB97M-V/def2-TZVPD" homo_lumo_gap_ev=6.239 homo_energy_ev=-15.73 de_lowest_kcal_mol=3.1 charge=+3 spin_multiplicity=1
C -3.6985 -0.1910 0.3160 -0.242
H -0.0897 4.0926 -1.8598 0.046
H -3.2598 2.6994 0.1706 0.036
H 0.5528 0.7280 2.8399 0.117
C 0.7561 -2.4864 3.2935 0.032
H -1.3042 0.0923 7.8013 0.138
H -3.5127 2.1538 -2.1446 0.054
C 1.9885 -0.5962 5.8734 0.009
H 0.1251 0.8728 -4.0063 0.043
H 4.3260 1.3872 1.1424 0.077
H -3.5940 0.3826 3.0299 0.071
H -2.3744 -2.3047 -4.7150 0.124
C 0.8409 0.0702 7.9159 -0.200
H -0.6766 2.4262 -4.4675 0.077
P -1.0786 1.8963 -2.1671 0.677
C 1.2291 -3.5975 -3.9338 -0.105
H 3.7410 3.0432 -0.8169 0.077
N 0.5214 -1.0255 1.5970 -0.127
C -2.8838 2.3578 1.1418 -0.257
H 0.2284 -2.1261 -8.4130 0.082
H 2.9149 -0.7762 5.3306 0.124
H 2.2776 -3.8136 -3.7233 0.131
P 2.1016 1.6262 0.1858 0.696
C -0.4177 -0.5810 5.9353 0.004
H -3.0092 0.6166 -2.9035 0.044
H -4.5147 -0.1686 1.0520 0.070
N 0.9237 1.0638 10.3353 0.207
C 2.8131 2.5874 -1.1844 -0.248
Y 0.0368 0.0736 -0.4548 1.001
H 1.8584 -1.0635 -7.1147 0.058
H -3.7109 2.3973 1.8642 0.073
H -1.3573 3.8053 -0.6488 0.027
P -2.2360 0.6417 1.0640 0.735
H -3.4544 -1.2407 0.1030 0.052
H -0.0032 -2.6958 -0.8899 -0.114
H -1.9125 0.7975 3.4928 0.050
H -1.3678 -4.1395 -6.0397 0.128
H 3.0576 1.9167 -2.0196 0.060
H 2.9380 3.2467 1.7414 0.076
H -1.8135 4.1724 -2.3419 0.079
C -1.3619 -2.6475 -4.5038 -0.046
C 1.5587 -2.0712 -6.7684 -0.072
H -2.8067 2.1506 -3.7986 0.072
H 3.9430 0.0860 -0.0408 0.065
H 2.1490 -2.4915 -5.9089 0.051
C 0.5914 -2.6513 -3.1285 -0.590
C -2.5318 0.1922 2.8181 -0.261
H -4.0484 0.2836 -0.6098 0.039
C -0.6046 -2.0218 -3.5165 -0.137
H -2.3017 -0.8702 2.9637 0.055
C 1.9306 2.9003 1.4775 -0.229
H 2.1258 3.3717 -1.5331 0.039
C 2.0263 -0.1347 7.1983 0.014
C 0.7692 -0.7710 5.2144 -0.198
S 1.1594 -2.4328 -1.4643 0.830
H 0.9619 -4.8591 -5.6132 0.132
H 0.8389 -3.3406 3.9398 0.148
H 2.9844 0.0705 7.6809 0.140
H -0.9817 -1.1289 -2.9813 0.053
C 0.6073 -0.3527 2.7641 -0.190
H -2.1007 3.0437 1.4875 0.048
C 0.5848 -2.3801 1.9516 -0.110
H 3.2194 0.0481 1.6152 0.040
C -0.8153 -3.7135 -5.2112 -0.059
H 1.4580 2.4783 2.3744 0.031
H 1.3343 3.7456 1.1059 0.062
C 0.6441 -2.7041 -7.5423 -0.064
C -2.7683 1.6845 -2.8034 -0.249
N 0.7411 -1.1815 3.8178 0.019
C 0.8797 0.6066 9.2590 -0.140
H -1.3813 -0.7596 5.4546 0.110
H 0.8601 2.4553 -3.4974 0.046
H 0.4932 -3.1668 1.2156 0.089
C -0.3794 -0.1244 7.2650 0.010
C 3.5510 0.6921 0.7891 -0.229
C -1.0837 3.6590 -1.7013 -0.236
C 0.4920 -4.1328 -4.9733 -0.088
C -0.0799 1.9122 -3.6946 -0.236
H 0.3801 -3.7856 -7.4830 0.059